8
Properties=species:S:1:pos:R:3 method="wB97M-V/def2-TZVPD" de_lowest_kj_mol=95.58 total_energy_ev=-51530.6428 largest_force_ha_per_bohr=0.030 homo_ev="-0.2 / 1.1" spin_multiplicity=1 charge=-2 orbital_gap_ev="6.211 / 4.258"
O 2.79094 0.98201 -1.23333
O -3.48903 0.78475 -0.84815
O -2.96901 0.27248 1.52857
S -2.40658 0.52998 0.17422
O 2.63835 0.56957 1.17462
S -0.26414 -1.92349 -0.21752
S 1.94602 0.54671 -0.09733
S 1.75345 -1.76200 -0.48108


2
Properties=species:S:1:pos:R:3 method="wB97M-V/def2-TZVPD" de_lowest_kj_mol=95.70 total_energy_ev=-21659.4277 largest_force_ha_per_bohr=0.127 homo_ev="-16.9 / -18.4" spin_multiplicity=2 s2=0.754 charge=+1 orbital_gap_ev="6.454 / 8.238"
S -0.27820 0.97533 0.17403
S 0.27820 -0.97533 -0.17403


4
Properties=species:S:1:pos:R:3 method="wB97M-V/def2-TZVPD" de_lowest_kj_mol=0.00 total_energy_ev=-43340.2202 largest_force_ha_per_bohr=0.038 homo_ev="-8.9 / -9.0" spin_multiplicity=1 orbital_gap_ev="7.034 / 7.173"
S -1.90482 -0.01903 0.31750
S -0.45220 0.92878 1.11388
S 0.90028 -1.00507 -1.40673
S 1.45674 0.09533 -0.02465


Please write out number 2 again, unchanged.
2
Properties=species:S:1:pos:R:3 method="wB97M-V/def2-TZVPD" de_lowest_kj_mol=95.70 total_energy_ev=-21659.4277 largest_force_ha_per_bohr=0.127 homo_ev="-16.9 / -18.4" spin_multiplicity=2 s2=0.754 charge=+1 orbital_gap_ev="6.454 / 8.238"
S -0.27820 0.97533 0.17403
S 0.27820 -0.97533 -0.17403